(1)
Computed, not measured: a molecular structure, C21H17BrFFeN4O, with the ωB97M-V functional and the def2-TZVPD basis.

* HOMO energy (spin up / spin down): -0.5378 / -0.5351 Eh
* F_max: 0.0094 hartree/bohr
* multiplicity: 6
* orbital gap (spin up / spin down): 8.77 / 6.79 eV
* charge: +2
* expectation value of S²: 8.7611

Structure (XYZ):
```
46
Properties=species:S:1:pos:R:3:forces:R:3:lowdin_charge:R:1
Fe 0.47047 0.03208 0.11070 -0.5 -0.1 0.0 0.88
N -0.64347 -2.00742 2.51183 0.0 0.1 -0.1 0.15
C 0.16817 -0.99725 2.99746 -0.1 -0.1 -0.1 -0.26
C 0.31143 -0.89797 4.38851 0.0 0.0 0.0 0.03
C 1.09477 0.09711 4.91154 0.0 0.0 0.0 0.00
C 1.72887 0.99710 4.04559 0.0 -0.1 0.0 -0.02
C 1.53943 0.83480 2.70457 0.0 0.0 0.0 -0.14
N 0.77954 -0.15687 2.16613 0.2 0.2 0.0 0.00
C -1.03987 -2.37841 1.24108 0.1 -0.1 0.2 -0.25
C -1.86867 -3.50973 1.16323 0.0 0.0 -0.1 0.03
C -2.28979 -3.96388 -0.05763 0.1 0.1 0.0 0.00
C -1.87461 -3.28650 -1.21057 0.0 0.0 0.0 -0.02
C -1.07492 -2.19381 -1.06021 0.0 0.1 -0.2 -0.10
N -0.65277 -1.71388 0.14278 0.0 0.0 0.1 0.03
H -1.02613 -2.59581 3.23513 0.0 0.0 0.0 0.15
H -0.19986 -1.60231 5.03067 0.0 0.0 0.0 0.13
H 1.21257 0.18802 5.98274 0.0 0.0 0.0 0.13
H 2.34603 1.80171 4.41560 0.0 0.0 0.0 0.13
H 2.00026 1.51533 1.99991 0.0 0.0 0.0 0.09
H -2.16112 -4.01253 2.07510 0.0 0.0 0.0 0.13
H -2.92749 -4.83458 -0.12496 0.0 0.0 0.0 0.13
H -2.17063 -3.60935 -2.19728 0.0 0.0 0.0 0.13
H -0.73173 -1.64916 -1.93037 0.0 -0.1 0.1 0.09
O 3.36691 0.13331 -5.35877 0.0 0.0 0.0 0.16
C 2.61538 0.11839 -4.27440 0.0 0.0 0.0 -0.27
C 1.21759 0.23784 -4.28223 0.1 0.0 0.0 0.05
C 0.54248 0.20563 -3.08935 0.0 0.1 0.0 -0.09
N 1.16298 0.05130 -1.90401 0.2 -0.1 0.0 -0.09
C 2.49540 -0.03379 -1.93260 0.0 0.0 0.0 -0.66
Br 3.21555 -0.14478 -0.17872 0.2 -0.1 -0.1 0.96
C 3.28224 -0.01419 -3.04611 -0.1 0.0 0.0 0.02
H 2.85398 0.24037 -6.17117 0.0 0.0 0.0 0.15
H 0.67261 0.36615 -5.20759 0.0 0.0 0.0 0.14
H -0.53336 0.32554 -3.05634 0.0 0.0 0.0 0.13
H 4.35917 -0.08404 -3.00611 0.0 0.0 0.0 0.14
F -3.14594 4.86583 -0.35874 0.0 0.0 0.0 0.11
C -2.33539 3.82358 -0.21763 0.0 0.0 0.0 -0.26
C -2.86903 2.54999 -0.30918 0.0 0.0 0.0 0.02
C -2.01595 1.46717 -0.15413 0.0 0.0 0.0 -0.11
C -0.65132 1.67324 0.07306 -0.1 0.0 0.0 -0.23
C -0.14511 2.97181 0.17004 0.0 -0.1 0.0 -0.10
C -0.98909 4.05825 0.02088 0.0 0.0 0.0 0.02
H -3.92838 2.42553 -0.48711 0.0 0.0 0.0 0.13
H -2.43945 0.46957 -0.20614 0.0 0.0 0.0 0.09
H 0.90790 3.16042 0.34962 0.0 0.0 0.0 0.10
H -0.62962 5.07620 0.08519 0.0 0.0 0.0 0.13
```
Positions in Å, forces in eV/Å.



(2)
Computed, not measured: C21H17BrN4O4S in the gas phase in a non-equilibrium geometry, with the ωB97M-V functional and the def2-TZVPD basis.

* HOMO energy: -0.3295 Eh
* F_max: 0.0968 hartree/bohr
* orbital gap: 8.27 eV
* charge: 0

Structure (XYZ):
```
48
Properties=species:S:1:pos:R:3:forces:R:3:lowdin_charge:R:1
C 2.11247 0.51592 2.03213 -0.8 1.9 -0.2 -0.02
N 0.84820 -0.11133 1.66655 -1.7 -1.4 -1.5 0.01
C -0.26613 0.66337 1.86508 1.3 -0.7 0.0 -0.48
O -0.09482 1.72507 2.37897 -0.7 2.2 0.8 0.11
N -1.54627 0.21219 1.51614 -1.1 -0.6 0.0 0.10
C -2.58945 1.17599 1.42789 -0.2 3.2 -0.2 -0.18
C -3.81673 1.15269 2.13355 -0.3 -0.6 0.1 -0.08
N -4.71538 2.12595 1.95712 -0.8 0.7 -0.2 0.05
C -4.58284 3.21610 1.13888 0.0 -0.6 0.6 -0.18
C -3.39842 3.36095 0.44876 1.8 -1.7 0.8 -0.65
Br -3.07734 4.83279 -0.71584 -0.1 -0.4 0.3 0.73
C -2.35344 2.37114 0.66291 -2.0 -0.1 -0.7 0.00
C -1.72299 -0.95781 0.81750 0.5 -0.9 -2.4 -0.12
C -0.66465 -1.64483 0.34945 0.2 0.4 2.4 -0.11
C -1.06534 -2.75800 -0.47511 -0.2 0.5 -1.0 -0.39
O -0.38096 -3.63230 -0.94263 0.6 -0.6 0.2 0.10
C -2.49602 -2.47789 -0.90895 0.9 -0.6 0.1 -0.08
C -3.00692 -1.48563 0.12468 0.5 2.4 -0.4 -0.07
C 0.70186 -1.40796 0.91237 1.6 0.6 -1.3 -0.12
C 1.81430 -1.44140 -0.20433 1.3 -0.7 0.2 -0.08
C 2.90567 -2.36228 0.06230 0.4 0.6 -1.2 0.04
C 4.09822 -2.34837 -0.76777 -4.4 0.9 2.2 0.03
C 4.14517 -1.35751 -1.70712 1.8 -0.9 -0.4 -0.26
C 5.41605 -1.23541 -2.33697 -0.6 0.3 -0.1 -0.19
N 6.45254 -1.12490 -2.79240 1.3 0.1 -0.6 0.18
C 3.14442 -0.52298 -2.03920 -1.9 2.4 -0.3 -0.01
C 1.92322 -0.54727 -1.34191 0.6 -2.3 2.1 -0.20
S 0.66953 0.50939 -1.96376 -1.8 3.0 -0.2 0.68
C 1.30068 2.16037 -1.45358 0.4 -1.5 1.4 -0.10
O 0.76060 0.40873 -3.38350 0.6 -0.2 -0.9 -0.29
O -0.71031 0.46145 -1.46983 1.9 -0.5 0.5 -0.29
H 2.16095 1.60185 1.72644 -0.5 -1.1 0.1 0.11
H 2.24219 0.56259 3.09455 0.1 -0.3 0.7 0.09
H 2.95152 0.10003 1.56362 1.0 -1.3 -0.6 0.07
H -4.12255 0.26779 2.85345 0.7 1.9 -1.5 0.15
H -5.38344 4.02816 1.02257 0.9 -1.7 0.5 0.13
H -1.48207 2.51372 0.02485 0.1 -0.4 0.5 0.09
H -2.35676 -2.15050 -1.96172 -0.4 0.5 0.8 0.15
H -2.99056 -3.42642 -1.00300 -0.6 -0.4 0.3 0.12
H -3.46191 -0.60392 -0.38863 -0.1 -0.6 0.6 0.13
H -3.65395 -1.85076 0.90298 -0.6 -0.4 0.0 0.12
H 0.88642 -2.23156 1.59586 0.5 -0.2 0.1 0.15
H 2.81306 -3.06463 0.92720 0.1 0.7 -1.0 0.13
H 4.95170 -2.92594 -0.64363 1.1 -1.3 0.6 0.10
H 3.37340 0.30544 -2.74159 -0.5 -0.9 0.2 0.15
H 1.08006 2.26867 -0.36863 0.0 0.0 -0.7 0.06
H 0.80179 2.90438 -2.02069 -0.6 0.5 -0.6 0.06
H 2.38523 2.22489 -1.57504 -0.2 -0.1 -0.2 0.07
```
Positions in Å, forces in eV/Å.



(3)
Computed, not measured: a gas-phase ion, C21H17F2N2 (charge +1) in a non-equilibrium geometry, with the ωB97M-V functional and the def2-TZVPD basis.

* HOMO energy: -0.4518 Eh
* F_max: 0.0373 hartree/bohr
* orbital gap: 8.88 eV
* charge: +1

Structure (XYZ):
```
42
Properties=species:S:1:pos:R:3:forces:R:3:lowdin_charge:R:1
C -1.27758 1.54383 3.32147 -0.4 0.6 0.3 0.02
N -0.67748 0.67013 2.33353 0.3 -0.2 -0.7 -0.02
C -0.78535 0.78843 1.00123 0.2 -1.0 0.8 0.06
N -0.18112 -0.25718 0.41788 0.1 0.8 1.7 0.07
C -0.06184 -0.47761 -0.99240 0.3 0.2 -1.4 -0.19
C -1.33521 0.03485 -1.63735 -0.4 -0.3 -0.4 -0.17
C -2.38137 -0.89136 -1.74435 0.0 0.1 0.0 -0.03
C -3.66041 -0.47742 -2.10795 0.1 0.2 0.1 -0.04
C -3.93130 0.88152 -2.31406 0.2 -0.3 0.0 0.01
C -2.86176 1.76210 -2.27640 0.0 0.8 0.1 -0.23
F -3.10895 3.10569 -2.45256 0.3 -1.4 0.0 0.05
C -1.55186 1.36693 -1.98667 -0.6 0.2 0.0 0.03
C 1.27197 0.05597 -1.48663 0.5 -0.3 0.2 -0.15
C 2.26790 -0.88134 -1.78867 -0.1 0.1 -0.1 -0.04
C 3.54099 -0.46816 -2.17378 0.0 0.3 0.1 -0.04
C 3.83357 0.89655 -2.30313 -0.4 -0.3 0.1 0.01
C 2.81738 1.80238 -2.02052 0.0 0.7 -0.1 -0.22
F 3.03968 3.14157 -2.25463 -0.2 -1.4 0.5 0.05
C 1.57038 1.41619 -1.51873 0.5 0.2 -0.3 0.04
C 0.42727 -1.04404 1.41594 -0.6 0.0 -0.9 -0.12
C 1.11245 -2.24426 1.32935 0.4 -0.5 0.5 0.03
C 1.46510 -2.84855 2.54871 -0.1 0.2 -0.7 -0.04
C 1.11242 -2.27243 3.78289 -0.3 0.6 0.0 -0.04
C 0.39520 -1.06837 3.83562 0.4 -0.5 0.0 0.02
C 0.08091 -0.47717 2.61916 -0.4 0.5 0.6 -0.14
H -1.03275 1.16367 4.31717 -0.1 0.2 -0.3 0.09
H -0.88776 2.56799 3.22804 -0.1 -0.4 0.0 0.11
H -2.37171 1.56525 3.20714 0.4 -0.1 0.0 0.11
H -1.33442 1.57240 0.48254 0.2 -0.3 0.2 0.17
H -0.03972 -1.55910 -1.11823 -0.1 0.0 -0.1 0.14
H -2.18473 -1.94534 -1.52073 -0.1 0.4 -0.1 0.12
H -4.45631 -1.21451 -2.19749 0.1 0.2 0.1 0.12
H -4.94343 1.24501 -2.48560 0.3 -0.1 -0.1 0.13
H -0.76041 2.11103 -1.99692 -0.4 -0.2 -0.1 0.11
H 2.03579 -1.94574 -1.68442 0.2 0.4 -0.2 0.11
H 4.30645 -1.21676 -2.37249 -0.1 0.3 0.0 0.12
H 4.81787 1.24654 -2.60347 -0.3 0.0 0.0 0.13
H 0.87464 2.17800 -1.16657 0.4 -0.2 -0.3 0.11
H 1.35332 -2.66814 0.35206 0.0 0.0 0.5 0.11
H 2.02428 -3.78593 2.54477 -0.2 0.3 0.0 0.12
H 1.40037 -2.77652 4.70722 -0.1 0.2 -0.3 0.12
H 0.07751 -0.59610 4.75901 0.2 -0.3 0.0 0.11
```
Positions in Å, forces in eV/Å.



(4)
Computed, not measured: C21H17F4N5OS in the gas phase in a non-equilibrium geometry, with the ωB97M-V functional and the def2-TZVPD basis.

* HOMO energy: -0.2784 Eh
* F_max: 0.0811 hartree/bohr
* orbital gap: 7.83 eV
* charge: 0

Structure (XYZ):
```
49
Properties=species:S:1:pos:R:3:forces:R:3:lowdin_charge:R:1
C 2.03048 0.20085 6.62620 -1.0 1.1 0.4 -0.12
O 2.33652 -0.08586 5.24759 -0.4 0.1 -0.1 -0.23
N 1.10312 -0.05055 4.52973 0.5 -0.6 -3.0 0.09
C 1.20570 -0.33965 3.19966 0.4 1.3 3.9 -0.24
N 0.03484 -0.08423 2.46766 1.1 -0.3 0.1 0.16
C 0.06742 0.04308 1.18519 -0.7 -1.2 0.6 -0.30
N -1.22236 0.31859 0.62856 1.3 1.3 0.4 0.09
C -1.85009 -0.41303 -0.41084 0.2 -2.5 0.8 -0.21
C -1.75117 -1.85916 -0.38475 -0.1 2.4 -1.8 0.02
C -2.38431 -2.56170 -1.42545 0.0 2.6 2.1 -0.54
S -2.53818 -4.19593 -1.56785 -0.5 -2.1 -0.3 1.13
C -3.82371 -3.86831 -2.69157 0.9 -2.7 -2.6 -0.65
C -4.29351 -4.93018 -3.58960 -2.7 -1.6 1.2 -0.09
N -4.06928 -2.67681 -3.03619 -0.7 0.4 0.4 0.13
C -3.33447 -1.92199 -2.21298 0.7 4.0 0.4 -0.32
C -3.46004 -0.50661 -2.17663 1.9 -2.5 1.0 0.04
C -2.68003 0.24400 -1.34983 0.5 0.3 0.1 -0.23
C -2.77376 1.73806 -1.46868 0.7 1.3 2.6 -0.05
N 1.23302 -0.21114 0.41977 -1.7 1.3 -0.9 0.01
C 1.37373 0.38946 -0.95523 -0.9 1.1 1.2 -0.06
C 2.15938 1.69625 -1.00172 0.9 0.2 -1.0 -0.19
C 3.48581 1.69432 -1.47704 0.5 0.7 1.5 0.05
C 4.32084 2.84412 -1.34087 -1.3 -2.7 -1.6 -0.11
F 5.58758 2.57640 -1.86375 -1.5 1.7 1.3 0.04
C 3.73641 4.05861 -0.91635 3.0 -0.1 -0.2 -0.13
F 4.56858 5.11283 -0.76584 -0.8 -0.2 -0.1 0.10
C 2.40074 4.10176 -0.61075 -1.0 -1.0 -0.5 -0.20
F 1.76829 5.23160 -0.27219 0.5 0.0 0.0 0.11
C 1.63885 2.94005 -0.73165 -2.1 0.7 1.2 0.04
C 2.37984 -0.63593 1.08151 -1.0 0.0 3.8 0.03
C 2.41060 -0.75582 2.46503 -0.6 0.3 -2.2 -0.16
F 3.48990 -1.25724 3.10614 -0.8 0.4 -0.6 0.07
H 1.18103 0.93847 6.67455 0.9 -0.5 -0.2 0.08
H 2.88624 0.65327 7.23177 -0.8 -0.9 -1.4 0.10
H 1.61556 -0.68705 7.10790 0.4 -0.2 0.1 0.07
H -1.83485 0.73794 1.36887 0.9 -0.8 -1.1 0.17
H -1.11829 -2.41606 0.27473 0.3 0.2 0.6 0.11
H -5.04265 -4.49167 -4.27648 0.3 -0.4 0.5 0.09
H -3.60488 -5.50037 -4.17626 0.9 0.0 -0.1 0.07
H -4.79402 -5.67251 -2.88631 0.2 0.4 -1.2 0.10
H -4.01364 -0.04301 -2.89682 -1.7 1.1 -1.7 0.09
H -3.52204 2.11292 -0.69498 1.2 -0.2 -0.6 0.11
H -3.17761 2.12825 -2.36349 -0.4 -0.2 -1.3 0.05
H -1.77872 2.29519 -1.33477 -1.4 -1.0 0.2 0.09
H 0.38587 0.46414 -1.45214 0.5 0.0 0.6 0.13
H 1.95241 -0.28029 -1.49343 0.9 -1.6 -1.2 0.09
H 3.93908 0.76132 -1.80179 0.1 0.2 -0.1 0.12
H 0.53854 3.04753 -0.53181 1.2 -0.1 0.0 0.14
H 3.23723 -0.88393 0.54317 1.1 -0.3 -1.1 0.12
```
Positions in Å, forces in eV/Å.



(5)
Computed, not measured: C21H17N5O4S in the gas phase in a non-equilibrium geometry, with the ωB97M-V functional and the def2-TZVPD basis.

* HOMO energy: -0.2611 Eh
* F_max: 0.1482 hartree/bohr
* orbital gap: 6.43 eV
* charge: 0

Structure (XYZ):
```
48
Properties=species:S:1:pos:R:3:forces:R:3:lowdin_charge:R:1
C 1.72803 4.60491 -7.05536 2.4 -1.4 -0.3 -0.05
C 1.59871 3.87014 -5.73672 -1.3 1.4 -1.4 -0.25
C 2.40997 2.75873 -5.55091 1.4 -0.8 -0.6 -0.08
C 2.49932 2.11595 -4.36896 -2.8 0.6 4.0 -0.02
C 1.61052 2.56195 -3.25704 -0.1 1.0 -5.3 -0.10
C 1.47729 1.83561 -2.03846 0.0 2.4 2.7 -0.47
O 1.08529 2.45468 -1.04324 0.1 -1.4 -0.4 0.07
N 1.95183 0.57592 -2.03819 -0.3 -2.3 -1.3 0.15
N 1.93825 -0.24568 -0.91191 3.7 1.5 -3.3 -0.03
C 3.10374 -0.86970 -0.51870 2.8 1.1 -2.5 -0.04
C 2.89795 -1.60119 0.54446 0.2 -2.3 0.8 -0.37
O 3.75510 -2.54839 1.01736 0.7 -0.6 0.3 0.02
C 1.59080 -1.43042 0.92654 -4.6 -0.1 1.2 -0.07
C 0.75572 -2.16270 1.99879 0.2 2.4 -1.2 -0.47
N -0.50052 -1.81057 2.36662 1.6 0.0 -1.5 0.07
C -1.00995 -2.67352 3.27700 2.7 -2.0 1.6 -0.36
C -2.31531 -2.62369 3.93856 -1.8 0.1 0.0 -0.16
C -3.03194 -3.81986 4.20162 0.4 -0.9 -0.3 -0.03
C -4.27932 -3.90388 4.82301 1.6 2.6 -0.4 -0.05
C -4.74969 -2.63378 5.22843 -2.6 -0.6 0.6 0.00
C -4.16758 -1.36974 4.91707 0.7 -3.2 0.4 -0.13
N -4.71735 -0.14942 5.45249 -1.7 3.9 1.4 -0.31
O -3.98773 0.86766 5.48631 -0.5 -2.3 -0.5 0.05
O -5.90635 -0.03540 5.87170 2.5 -1.7 -1.2 0.04
C -2.90098 -1.40795 4.29771 0.4 1.4 0.4 0.06
C -0.06738 -3.61156 3.72106 0.1 -0.4 -0.3 -0.33
S 1.48220 -3.44591 2.89108 -2.1 0.2 0.4 1.07
C 1.03324 -0.52374 -0.07327 -5.4 0.0 5.4 -0.24
N -0.21500 0.12708 0.06361 1.7 -1.7 -1.0 0.17
C 0.69601 3.64275 -3.57202 0.3 0.0 2.0 0.01
C 0.65369 4.31809 -4.78219 3.8 -3.6 0.2 -0.02
H 1.13949 5.46761 -7.14909 -1.2 1.0 -0.1 0.05
H 1.57943 3.89171 -7.89891 -0.1 0.7 0.5 0.09
H 2.79786 4.96706 -7.14603 -1.0 -0.4 0.0 0.10
H 3.11877 2.27025 -6.26120 -0.8 1.3 -0.3 0.13
H 3.16762 1.28313 -4.19406 0.1 0.1 -0.2 0.10
H 1.96398 0.07284 -2.97656 -0.1 0.7 2.0 0.19
H 4.08140 -0.66232 -0.89765 0.0 0.2 -0.8 0.13
H 4.20417 -3.00155 0.27287 -0.5 0.6 0.7 0.13
H -2.56674 -4.76567 3.93220 0.1 0.2 -0.3 0.11
H -4.80529 -4.85251 4.97771 0.3 0.7 0.1 0.12
H -5.70204 -2.77130 5.80998 0.9 1.2 -0.6 0.13
H -2.29429 -0.46628 4.23166 -0.9 -1.0 -0.3 0.14
H -0.17161 -4.46459 4.41348 -0.1 0.9 -0.3 0.07
H -0.46448 0.92075 -0.52215 0.3 -0.3 0.8 0.08
H -0.59421 -0.06952 0.97409 -0.6 0.3 -0.1 0.06
H 0.06012 4.16159 -2.79792 0.7 -1.5 -0.4 0.14
H 0.06728 5.15242 -4.84488 -1.4 1.9 -0.7 0.08
```
Positions in Å, forces in eV/Å.